1.
13
Properties=species:S:1:pos:R:3:forces:R:3:mulliken_spin:R:1 method="wB97M-V/def2-TZVPD" gap_ev="2.2 / 9.6" relative_energy_kj_mol=294.72 spin_multiplicity=2 lumo_energy_ev="3.44 / 3.53" s2=0.750 charge=-1
C -1.9561 1.4837 -0.4444 2.379 -1.964 3.488 0.57
N -1.9816 0.0048 -0.3505 3.191 -0.360 -1.865 -0.32
C -0.9020 -0.6815 -0.9681 -4.533 -0.315 1.924 0.84
N -1.1983 -1.9090 -1.0591 3.346 -2.539 -2.448 -0.12
H -2.5581 1.9763 -1.1285 -0.723 0.781 -1.699 -0.07
H -2.1949 1.7548 0.5371 -1.696 1.037 1.556 -0.05
H -0.8841 1.8581 -0.2082 -1.192 -0.789 -1.863 -0.29
H -2.5958 -0.8236 -0.1620 -0.534 2.240 0.095 0.03
H -0.0459 -0.1622 -1.2293 1.647 0.983 -0.642 -0.24
H -0.3833 -2.4151 -1.5885 -1.817 0.911 1.493 -0.06
H 5.1842 -0.2658 2.2103 0.113 2.151 0.247 -0.61
H 5.1456 1.5047 2.4207 0.517 -1.579 -0.096 -0.64
O 4.7174 0.6361 2.1863 -0.697 -0.558 -0.191 1.97



2.
16
Properties=species:S:1:pos:R:3:forces:R:3:mulliken_spin:R:1 method="wB97M-V/def2-TZVPD" gap_ev="9.4 / 6.4" relative_energy_kj_mol=0.00 spin_multiplicity=2 lumo_energy_ev="0.64 / -2.28" s2=0.753
N 0.0671 2.4007 -0.5767 0.588 -0.049 0.793 0.00
C 0.7887 1.4865 -1.4263 -0.697 0.121 1.445 0.00
C 0.0867 0.1336 -1.3983 -2.071 -1.722 -1.262 -0.04
S -0.3373 -0.7416 0.1832 0.581 0.563 -1.080 0.98
S 0.9952 -4.9471 1.3993 0.776 1.473 0.827 0.00
H 0.1220 -3.9291 1.6899 0.374 -0.751 -0.286 0.00
H -0.2399 2.0293 0.3103 -0.002 0.156 -0.023 0.00
H -0.4959 3.1377 -0.9079 -0.481 0.423 -0.706 0.00
H 1.7923 1.3823 -0.9524 -0.257 -0.086 -1.006 0.00
H 0.7872 1.8729 -2.4615 0.431 -0.322 0.498 0.00
H -1.0305 0.2211 -1.8523 2.486 -0.103 0.783 0.05
H 0.6184 -0.6572 -1.9951 -0.515 0.735 0.333 0.01
H 0.1206 -5.7344 0.8694 -1.148 -0.708 -0.553 0.00
H -0.6641 0.5393 1.9085 -0.870 0.343 0.658 -0.01
H -1.7063 1.4256 2.8605 -0.303 -0.771 -0.049 0.00
O -0.9041 1.3806 2.3495 1.109 0.699 -0.372 0.00



3.
8
Properties=species:S:1:pos:R:3:forces:R:3:mulliken_spin:R:1 method="wB97M-V/def2-TZVPD" gap_ev="9.4 / 6.1" relative_energy_kj_mol=170.70 spin_multiplicity=3 lumo_energy_ev="0.56 / -3.24" s2=2.011
C 0.1025 -0.0027 0.2515 0.746 -4.253 0.141 0.01
N 1.0088 1.0426 -0.0945 -0.079 0.680 0.767 0.26
F 2.9823 -1.2866 -0.8732 -0.437 0.597 0.681 0.50
S 2.4876 0.7764 0.4706 1.640 -0.022 -0.589 1.20
H 0.2963 -0.4891 1.3001 -0.469 1.797 -1.553 0.00
H -0.9498 0.1964 0.0973 0.000 0.275 -0.061 0.01
H 0.4800 -0.9002 -0.3580 -1.187 0.899 0.340 0.02
H 0.8899 1.6222 -0.9164 -0.214 0.027 0.274 0.00



4.
12
Properties=species:S:1:pos:R:3:forces:R:3:nbo_charge:R:1 method="wB97M-V/def2-TZVPD" gap_ev=8.7 smiles="C/[NH+]=N/C=C=P" relative_energy_kj_mol=183.82 lumo_energy_ev=-5.70 charge=+1
C -1.3181 0.3634 -1.1988 -1.000 -3.758 0.885 -0.46
N -0.1253 0.2702 -0.4413 2.756 -0.643 -1.172 -0.13
N 0.0263 -0.0129 0.7349 1.978 0.232 2.888 0.07
C 1.4367 0.0040 1.3362 -2.666 -1.181 0.186 -0.23
C 1.5689 -0.4831 2.5860 -1.034 0.159 -0.879 -0.29
P 1.5182 -1.0087 4.1386 0.030 1.303 -0.359 0.65
H -1.6300 1.3117 -1.2143 -1.897 3.545 0.536 0.25
H -1.1844 0.1126 -2.1869 1.560 -0.283 -2.481 0.25
H -2.0030 -0.4625 -1.0076 -0.526 0.659 1.237 0.26
H 0.6997 0.3251 -1.0445 0.430 0.503 0.172 0.39
H 2.2880 0.2331 0.7319 0.209 0.318 -0.657 0.23
H 1.5568 -2.3348 3.7579 0.161 -0.853 -0.354 0.02